(1)
C15H19Cl5GeO5RuSe as an isolated structure in a non-equilibrium geometry. Source: OMol25; level of theory: the ωB97M-V functional and the def2-TZVPD basis.

ORCA input file:
```
! wB97M-V def2-TZVPD RIJCOSX def2/J DEFGRID3
* xyz 1 2
Ru 0.249 0.221 0.761
O 1.849 -3.099 -1.764
C 1.982 -2.106 -0.905
O 1.029 -1.689 -0.271
C 3.450 -1.692 -0.846
O 3.801 -0.710 0.090
C 3.744 0.652 -0.345
C 2.325 1.050 -0.037
O 1.995 1.158 1.203
O 1.397 0.960 -0.888
H 0.924 -3.385 -1.777
H 3.758 -1.444 -1.865
H 3.986 -2.601 -0.568
H 3.981 0.747 -1.405
H 4.452 1.209 0.261
Cl 0.361 2.676 3.547
C -0.984 2.516 2.488
C -0.973 1.567 1.456
C -2.121 1.481 0.671
Cl -2.060 0.227 -0.563
C -3.244 2.266 0.831
Cl -4.605 2.072 -0.186
C -3.224 3.209 1.862
Cl -4.587 4.202 2.118
C -2.099 3.329 2.690
Cl -2.111 4.477 3.958
C -1.814 -3.726 4.556
Ge -2.387 -1.904 4.177
C -3.300 -1.808 2.449
C -3.480 -1.176 5.611
C -0.757 -0.763 4.067
Se 0.452 -1.319 2.637
C 2.112 -0.719 3.439
H -2.684 -4.381 4.600
H -1.297 -3.786 5.515
H -1.149 -4.104 3.779
H -4.349 -1.544 2.588
H -3.259 -2.766 1.930
H -2.858 -1.055 1.806
H -4.349 -1.815 5.771
H -3.835 -0.175 5.364
H -2.919 -1.125 6.544
H -0.173 -0.856 4.984
H -1.007 0.283 3.920
H 2.265 -1.330 4.325
H 2.047 0.337 3.679
H 2.900 -0.899 2.713
*
```

- Frontier orbital gap (spin up / spin down): 0.299 / 0.256 hartree
- Expectation value of S²: 0.775



(2)
C15H19ClO4PtSeSiTe as an isolated structure in a non-equilibrium geometry. Source: OMol25; level of theory: the ωB97M-V functional and the def2-TZVPD basis.

ORCA input file:
```
! wB97M-V def2-TZVPD RIJCOSX def2/J DEFGRID3
* xyz 2 5
Pt 0.018 3.031 1.157
O -3.782 2.694 2.006
Cl -2.559 2.965 2.706
O -2.728 3.469 4.004
O -1.788 3.963 1.860
O -1.697 1.766 2.667
Te -1.966 1.620 -0.345
C -3.116 0.728 -1.918
C -2.812 1.029 -3.235
C -3.419 0.257 -4.219
C -4.326 -0.735 -3.870
C -4.633 -0.988 -2.536
C -4.030 -0.242 -1.533
C -0.919 -0.200 -0.088
C 0.020 -0.515 -1.066
C 0.609 -1.773 -1.049
C 0.269 -2.688 -0.057
C -0.635 -2.340 0.938
C -1.245 -1.091 0.922
H -2.125 1.822 -3.504
H -3.177 0.447 -5.256
H -4.822 -1.301 -4.647
H -5.341 -1.760 -2.266
H -4.279 -0.410 -0.493
H 0.274 0.195 -1.847
H 1.311 -2.049 -1.828
H 0.707 -3.679 -0.067
H -0.880 -3.046 1.722
H -1.960 -0.820 1.691
C 3.312 -1.335 2.405
Si 4.368 -0.148 1.505
C 4.400 -0.284 -0.320
C 5.422 1.042 2.401
Se 2.068 2.277 0.738
H 3.803 -2.316 2.451
H 2.358 -1.471 1.886
H 3.116 -1.013 3.429
H 4.982 -1.159 -0.635
H 4.842 0.599 -0.787
H 3.385 -0.407 -0.708
H 6.419 0.613 2.568
H 5.003 1.285 3.379
H 5.555 1.967 1.836
*
```

- Frontier orbital gap (spin up / spin down): 0.287 / 0.200 hartree
- Expectation value of S²: 6.018



(3)
C15H19ClSiSm as an isolated structure in a non-equilibrium geometry. Source: OMol25; level of theory: the ωB97M-V functional and the def2-TZVPD basis.

ORCA input file:
```
! wB97M-V def2-TZVPD RIJCOSX def2/J DEFGRID3
* xyz -1 6
C -3.087 -0.978 -0.416
C -2.228 -1.189 -1.534
C -1.586 0.030 -1.850
H -1.971 -2.131 -2.025
C -1.992 1.012 -0.927
C -2.920 0.412 -0.030
H -3.249 0.877 0.910
H -3.457 -1.772 0.250
H -0.977 0.242 -2.739
H -1.654 2.073 -0.965
Sm -1.035 -1.114 1.065
Cl 0.029 -3.397 1.124
C 3.148 0.275 -0.080
C 2.609 1.498 -0.602
C 1.978 1.198 -1.878
H 2.497 2.460 -0.070
C 2.165 -0.217 -2.128
C 2.894 -0.769 -1.021
H 3.038 -1.819 -0.858
H 3.552 0.159 0.905
H 1.271 1.873 -2.444
H 1.675 -0.771 -2.945
C 1.539 -0.825 5.854
Si -0.031 0.115 5.494
C -1.570 -0.843 5.959
C 0.000 1.874 6.230
C -0.185 0.427 3.669
C -0.399 0.849 2.512
H 1.742 -0.961 6.930
H 2.390 -0.305 5.388
H 1.464 -1.810 5.375
H -1.733 -0.950 7.042
H -2.450 -0.360 5.511
H -1.489 -1.840 5.505
H 0.898 2.418 5.882
H -0.882 2.450 5.894
H 0.005 1.807 7.331
*
```

- Frontier orbital gap (spin up / spin down): 0.151 / 0.163 hartree
- Expectation value of S²: 8.767



(4)
C15H19F3FeN4O2Si as an isolated structure in a non-equilibrium geometry. Source: OMol25; level of theory: the ωB97M-V functional and the def2-TZVPD basis.

ORCA input file:
```
! wB97M-V def2-TZVPD RIJCOSX def2/J DEFGRID3
* xyz 1 2
Fe 0.303 -0.068 0.172
C -2.571 -2.395 -0.477
C -1.199 -2.616 -1.019
C -0.860 -3.678 -1.846
C 0.449 -3.824 -2.300
C 1.441 -2.924 -1.946
C 1.044 -1.895 -1.111
N -0.224 -1.763 -0.679
N 1.731 -0.832 -0.550
Si 3.429 -0.280 -0.519
C 4.533 -1.733 -0.145
C 3.825 0.512 -2.145
C 3.395 0.970 0.874
H -3.284 -3.067 -0.947
H -2.884 -1.365 -0.636
H -2.579 -2.580 0.599
H -1.623 -4.388 -2.131
H 0.695 -4.660 -2.942
H 2.459 -3.003 -2.299
H 4.995 -2.126 -1.052
H 3.989 -2.551 0.334
H 5.338 -1.433 0.529
H 3.626 -0.163 -2.981
H 4.882 0.787 -2.185
H 3.234 1.417 -2.296
H 3.602 0.503 1.840
H 2.429 1.484 0.948
H 4.144 1.749 0.724
O -1.542 0.689 -0.162
N -1.105 1.749 -0.684
O 0.151 1.782 -0.587
F 0.654 0.595 6.793
C -0.280 -0.237 6.314
F -0.040 -1.458 6.806
F -1.471 0.169 6.755
C -0.227 -0.257 4.799
C 0.776 -0.974 4.165
C 0.825 -0.956 2.789
N -0.074 -0.277 2.054
C -1.047 0.406 2.671
C -1.152 0.445 4.048
H 1.506 -1.537 4.730
H 1.585 -1.499 2.244
H -1.756 0.916 2.032
H -1.943 1.012 4.517
*
```

- Frontier orbital gap (spin up / spin down): 0.259 / 0.284 hartree
- Expectation value of S²: 0.804



(5)
An isolated molecule of C15H19N3O. Source: OMol25; level of theory: the ωB97M-V functional and the def2-TZVPD basis.

ORCA input file:
```
! wB97M-V def2-TZVPD RIJCOSX def2/J DEFGRID3
* xyz 0 1
C -2.989 -2.818 0.729
C -2.668 -1.422 0.340
N -3.284 -0.374 0.801
C -2.695 0.710 0.199
C -2.943 2.071 0.337
C -2.159 2.940 -0.394
C -1.152 2.484 -1.248
C -0.890 1.137 -1.402
C -1.673 0.262 -0.668
N -1.676 -1.112 -0.559
C -0.731 -1.977 -1.205
C 0.727 -1.589 -0.866
O 1.590 -1.652 -1.711
N 0.876 -1.238 0.424
C 1.983 -0.574 1.103
C 3.295 -0.566 0.315
C 3.259 0.746 -0.460
C 2.684 1.731 0.555
C 1.640 0.920 1.334
H -3.809 -2.794 1.440
H -2.132 -3.306 1.192
H -3.292 -3.400 -0.142
H -3.720 2.422 0.995
H -2.324 4.004 -0.307
H -0.565 3.203 -1.799
H -0.111 0.784 -2.060
H -0.904 -3.010 -0.897
H -0.836 -1.919 -2.294
H 0.031 -1.224 0.979
H 2.105 -1.101 2.056
H 3.390 -1.432 -0.333
H 4.126 -0.558 1.022
H 4.242 1.043 -0.820
H 2.594 0.643 -1.316
H 3.475 2.065 1.228
H 2.245 2.608 0.084
H 0.638 1.128 0.955
H 1.651 1.167 2.394
*
```

- Frontier orbital gap: 0.341 hartree



(6)
C15H19N3O2 as an isolated structure in a non-equilibrium geometry. Source: OMol25; level of theory: the ωB97M-V functional and the def2-TZVPD basis.

ORCA input file:
```
! wB97M-V def2-TZVPD RIJCOSX def2/J DEFGRID3
* xyz 0 1
C 4.225 3.474 3.151
N 4.259 2.182 2.941
N 3.619 1.851 1.777
C 3.082 3.098 1.384
N 3.356 4.297 2.111
H 2.500 3.159 0.649
C 3.443 0.599 1.716
H 3.578 0.648 0.313
C 2.143 0.177 1.852
O 1.067 0.825 1.178
C -0.012 0.409 1.460
C -0.997 1.382 0.551
O -1.342 0.979 -0.705
C -1.814 -0.410 -1.007
C -1.753 -0.672 -2.381
C -2.369 -1.955 -2.549
C -3.317 -2.621 -1.687
C -3.312 -2.217 -0.383
C -2.635 -1.113 -0.230
H -2.693 -0.815 1.019
H -3.875 -2.663 0.186
C -3.632 -3.929 -2.329
H -4.744 -3.723 -2.703
H -3.669 -4.844 -1.699
C -2.832 -3.897 -3.993
H -2.152 -4.703 -3.608
H -3.675 -4.313 -4.480
C -2.331 -2.649 -4.160
H -3.082 -2.050 -4.557
H -1.496 -2.638 -4.468
H -1.066 -0.225 -3.082
H -0.736 2.431 0.474
H -2.127 1.296 1.048
H -0.445 -0.504 1.419
H -0.422 0.771 2.622
H 2.134 -1.126 1.595
H 1.930 0.342 2.848
H 4.273 -0.195 2.135
H 4.768 4.103 3.896
*
```

- Frontier orbital gap: 0.322 hartree



Here are the calculated total energy numbers, same order: -7833.13034; -4421.37954; -1990.59344; -2805.05836; -822.54166; -897.13036 (hartree).